Entry 1:
C3H2FO2Pt | ωB97M-V/def2-TZVPD

Last column: Mulliken charge in e.
Geometry (Å):
1 F 0.280 -2.386 -0.222  -0.27
2 O 0.569 1.349 0.618  -0.38
3 O 1.689 -0.948 -1.195  -0.43
4 C -0.557 0.908 0.140  -0.04
5 C -0.563 -0.378 -0.405  -0.43
6 C 0.702 -1.050 -0.517  0.58
7 H -1.250 1.635 -0.316  0.32
8 H -1.519 -0.899 -0.382  0.35
9 Pt 0.650 1.770 2.280  0.30

Summary:
<S²>   3.8034
Relative energy (zero: lowest compared OMol25 entry of this formula, charge and spin)   0.0 kcal/mol
Total charge   0
Spin multiplicity   4

Entry 2:
C4H7NO3 | ωB97M-V/def2-TZVPD

Last column: Mulliken charge in e.
Geometry (Å):
1 C -0.626 -0.026 1.724  -1.01
2 C -0.617 -0.323 0.432  0.71
3 C 0.654 -0.674 -0.303  0.17
4 C -1.755 -0.336 -0.466  -1.29
5 N 1.546 0.353 -0.377  0.40
6 O 0.946 -1.691 -0.923  -0.68
7 O 1.061 1.570 -0.134  -0.41
8 O 2.547 0.295 -1.257  -0.37
9 H -1.487 0.380 2.297  0.27
10 H 0.357 0.106 2.150  0.38
11 H -1.729 0.371 -1.176  0.36
12 H -1.841 -1.331 -0.973  0.29
13 H -2.742 -0.330 0.121  0.32
14 H 1.357 2.042 0.802  0.42
15 H 2.329 -0.406 -1.917  0.41

Summary:
<S²>   2.0090
Relative energy (zero: lowest compared OMol25 entry of this formula, charge and spin)   124.1 kcal/mol
Total charge   0
Spin multiplicity   3

Entry 3:
C18H37OP3PtSe | ωB97M-V/def2-TZVPD

Last column: Mulliken charge in e.
Geometry (Å):
1 Pt 0.046 -0.815 0.611  1.39
2 P -1.091 -0.731 2.872  0.59
3 P 1.607 -2.633 0.569  0.24
4 P -1.786 -0.814 -0.846  0.54
5 H 0.563 4.084 0.286  0.36
6 C -0.536 4.141 0.227  -0.52
7 C -1.282 3.952 1.332  -0.70
8 H -0.778 3.795 2.302  0.34
9 C -0.144 0.135 4.138  -1.18
10 C -1.307 -2.436 3.434  -1.25
11 C -2.764 -0.001 2.993  -1.19
12 C 2.904 -2.668 -0.715  -1.15
13 C 2.538 -2.841 2.143  -1.12
14 C 0.690 -4.185 0.271  -1.20
15 C -2.781 0.704 -0.964  -1.04
16 C -2.916 -2.146 -0.365  -1.09
17 C -1.084 -1.105 -2.487  -0.79
18 H -0.974 4.363 -0.755  0.26
19 H -2.379 3.914 1.280  0.34
20 H -0.023 1.188 3.858  0.36
21 H 0.842 -0.324 4.268  0.40
22 H -0.682 0.068 5.095  0.50
23 H -0.345 -2.942 3.566  0.33
24 H -1.915 -3.013 2.730  0.38
25 H -1.818 -2.418 4.406  0.54
26 H -2.669 1.092 3.021  0.40
27 H -3.219 -0.364 3.923  0.51
28 H -3.386 -0.297 2.139  0.36
29 H 3.490 -3.598 -0.663  0.51
30 H 3.573 -1.810 -0.577  0.36
31 H 2.436 -2.575 -1.703  0.35
32 H 3.079 -3.803 2.156  0.49
33 H 1.857 -2.792 3.006  0.25
34 H 3.275 -2.027 2.240  0.39
35 H 1.353 -5.060 0.339  0.50
36 H 0.246 -4.131 -0.732  0.39
37 H -0.126 -4.278 0.998  0.31
38 H -3.577 0.580 -1.712  0.53
39 H -2.140 1.545 -1.260  0.30
40 H -3.242 0.934 0.005  0.34
41 H -3.684 -2.281 -1.135  0.50
42 H -3.420 -1.902 0.577  0.29
43 H -2.375 -3.089 -0.225  0.34
44 H -1.854 -0.984 -3.261  0.51
45 H -0.653 -2.114 -2.525  0.37
46 H -0.263 -0.383 -2.648  0.09
47 C 2.082 2.076 -3.139  0.69
48 C 1.547 3.277 -2.597  0.29
49 C 1.514 4.453 -3.340  -0.45
50 C 1.990 4.481 -4.666  -0.43
51 C 2.464 3.284 -5.238  -0.64
52 C 2.492 2.100 -4.502  -0.38
53 Se 2.247 0.575 -2.094  0.19
54 H -1.192 0.089 1.283  -0.06
55 H 1.167 3.260 -1.576  -0.13
56 H 1.111 5.363 -2.892  0.45
57 H 1.987 5.407 -5.251  0.46
58 H 2.816 3.263 -6.272  0.43
59 H 2.844 1.154 -4.919  0.40
60 O 2.224 0.970 1.761  -0.33
61 C 1.425 0.315 1.227  0.08

Summary:
<S²>   6.0302
Relative energy (zero: lowest compared OMol25 entry of this formula, charge and spin)   0.0 kcal/mol
Total charge   +4
Spin multiplicity   5

Entry 4:
C35H18BF15O2 | ωB97M-V/def2-TZVPD

Last column: Mulliken charge in e.
Geometry (Å):
1 C 6.443 2.539 9.786  -0.83
2 O 6.346 1.153 10.123  -0.45
3 C 5.100 0.613 10.142  0.80
4 C 4.963 -0.712 10.591  -0.55
5 C 3.746 -1.309 10.759  -0.75
6 C 2.554 -0.627 10.446  0.75
7 C 1.262 -1.240 10.597  -0.15
8 C 0.102 -0.645 10.217  -0.90
9 C -1.243 -1.282 10.432  1.14
10 C -2.303 -0.203 10.673  0.44
11 C -3.205 -0.144 11.748  -0.25
12 C -4.263 0.723 11.756  -0.72
13 C -4.493 1.625 10.696  0.87
14 O -5.671 2.322 10.702  -0.44
15 C -5.915 3.129 9.546  -0.82
16 C -3.574 1.589 9.636  -0.63
17 C -2.497 0.715 9.646  -0.67
18 C 2.674 0.710 10.017  -1.05
19 C 3.910 1.304 9.846  -0.41
20 H 7.525 2.710 9.858  0.24
21 H 6.114 2.747 8.760  0.33
22 H 5.932 3.190 10.508  0.35
23 H 5.877 -1.234 10.809  0.41
24 H 3.678 -2.345 11.071  0.41
25 H 1.241 -2.215 11.093  0.41
26 H 0.132 0.265 9.615  -0.10
27 H -1.186 -1.892 11.426  0.66
28 H -3.084 -0.814 12.607  0.39
29 H -4.992 0.764 12.579  0.37
30 H -6.871 3.597 9.788  0.25
31 H -5.166 3.924 9.415  0.33
32 H -6.032 2.535 8.627  0.34
33 H -3.725 2.253 8.782  0.34
34 H -1.816 0.705 8.813  0.24
35 H 1.792 1.291 9.778  0.41
36 H 3.972 2.323 9.486  0.35
37 F -0.959 -0.217 3.431  -0.29
38 C -1.176 -0.845 4.610  0.54
39 C -2.381 -1.488 4.864  0.03
40 F -3.354 -1.434 3.936  -0.31
41 C -2.566 -2.203 6.058  -0.19
42 F -3.798 -2.727 6.250  -0.34
43 C -1.553 -2.381 7.019  0.68
44 B -1.631 -3.183 8.407  0.81
45 C -3.034 -4.042 8.560  0.44
46 C -3.968 -3.694 9.526  -0.59
47 F -3.726 -2.663 10.387  0.08
48 C -5.201 -4.331 9.692  0.01
49 F -6.089 -3.889 10.604  -0.31
50 C -5.524 -5.432 8.917  0.62
51 F -6.721 -6.039 9.041  -0.30
52 C -4.597 -5.869 7.985  0.14
53 F -4.885 -6.912 7.193  -0.30
54 C -3.388 -5.185 7.817  -0.04
55 F -2.548 -5.670 6.877  -0.39
56 C -0.468 -4.334 8.447  1.00
57 C -0.110 -4.849 9.688  -0.69
58 F -0.753 -4.406 10.816  -0.41
59 C 0.885 -5.815 9.874  0.12
60 F 1.205 -6.251 11.110  -0.32
61 C 1.565 -6.343 8.786  0.56
62 F 2.487 -7.318 8.939  -0.30
63 C 1.228 -5.883 7.525  0.21
64 F 1.832 -6.403 6.445  -0.30
65 C 0.240 -4.899 7.369  0.09
66 F -0.018 -4.542 6.093  -0.42
67 H -1.455 -2.152 9.515  -0.41
68 C -0.358 -1.730 6.704  -0.14
69 F 0.719 -1.847 7.536  -0.43
70 C -0.160 -0.963 5.555  0.38
71 F 1.025 -0.356 5.321  -0.33

Summary:
Relative energy (zero: lowest compared OMol25 entry of this formula, charge and spin)   13.4 kcal/mol
Total charge   0

> relative energy (zero: lowest compared OMol25 entry of this formula, charge and spin) of number 2 (C4H7NO3)?

124.1 kcal/mol